ORCA calculation (ωB97M-V/def2-TZVPD) on 2 unconnected molecules or ions with the total composition C3H8NO2S at a distorted geometry.

Last column: natural (NBO) charge in e.
Element x y z (Å)
O -0.965393 -1.351749 -1.568241  -0.5866
C -1.207783 -0.462428 -0.777365  0.4614
C -0.421289 0.771295 -0.476395  -0.1906
C -0.702505 1.176553 0.982675  -0.5323
S 0.133745 0.077442 2.175597  -0.6827
N 1.021062 0.839522 -0.726312  -0.8722
H -2.190562 -0.423925 -0.290289  0.0989
H -0.818057 1.531958 -1.178234  0.1898
H -0.518607 2.265203 1.004955  0.1770
H -1.758132 1.030954 1.221669  0.1897
H 1.261049 0.156147 -1.430533  0.3603
H 1.541649 0.814963 0.132649  0.3918
H 2.079809 -1.717611 0.644393  0.4738
H 0.893967 -2.191665 -0.100547  0.4776
O 1.651047 -2.516658 0.385977  -0.9559

Forces on the atoms, in the same order (eV/Å):
O 0.399 0.288 0.359
C 0.055 -0.430 -0.707
C 0.932 0.873 0.594
C -0.337 0.120 -0.213
S 0.267 0.375 -0.199
N -1.020 0.039 -1.066
H -0.307 -0.134 0.207
H -0.673 -0.161 0.233
H 0.268 -0.298 0.567
H -0.183 0.306 -0.430
H 0.525 -0.145 0.322
H 0.114 -0.696 0.300
H 0.303 1.005 0.651
H -0.455 0.070 -0.060
O 0.109 -1.212 -0.559

## Properties
charge	-1
gap between HOMO and LUMO	6.884	eV
energy relative to the best compared isomer or geometry (same formula, charge and spin)	194.1	kJ/mol
2S+1	1
maximum force	1.476	eV/A

ORCA calculation (ωB97M-V/def2-TZVPD) on a molecular structure, C54H55BrN7O7P4Rb at a distorted geometry.

Last column: natural (NBO) charge in e.
Element x y z (Å)
Rb -0.917765 -2.122886 -0.003055  0.8933
Br 5.330308 -7.499843 -3.258627  0.0067
C 4.454165 -6.409879 -1.964635  -0.0852
C 3.112319 -6.113163 -2.119065  -0.2198
C 2.490323 -5.305911 -1.178952  -0.2015
C 3.202953 -4.821473 -0.092792  0.1843
C 4.563070 -5.109130 0.029296  -0.2530
C 5.195747 -5.906746 -0.908534  -0.2394
N 2.505848 -3.993977 0.818393  -0.3605
C 2.889568 -3.947094 2.022652  0.0931
C 2.292738 -3.032967 3.033702  0.1384
C 2.878995 -2.977895 4.294525  -0.2462
C 2.342617 -2.127613 5.247645  -0.2012
C 1.234853 -1.373247 4.912030  -0.2113
C 0.713061 -1.494428 3.625858  0.0279
N 1.230697 -2.294210 2.704924  -0.3909
H 2.559170 -6.450974 -2.984071  0.2374
H 1.458565 -4.994752 -1.334242  0.2803
H 5.144727 -4.666314 0.826731  0.2082
H 6.255014 -6.114541 -0.834816  0.2140
H 3.714196 -4.571364 2.399638  0.1395
H 3.744631 -3.590136 4.514598  0.2061
H 2.782804 -2.061187 6.236019  0.2039
H 0.764974 -0.711287 5.627142  0.2066
H -0.182960 -0.958098 3.333627  0.2460
C 5.625158 -0.349890 -0.847544  -0.2363
C 5.543756 -0.609132 -2.214143  -0.2333
C 4.382524 -1.118764 -2.768000  -0.2514
C 3.279278 -1.374832 -1.957227  0.1826
C 3.351975 -1.090908 -0.599478  -0.2410
C 4.521222 -0.592310 -0.043837  -0.2046
N 2.014584 -1.901226 -2.419814  -0.2258
N 2.020638 -2.504463 -3.527105  -0.1913
C 0.759320 -3.041552 -3.893442  0.0518
C 0.646315 -3.324650 -5.265381  -0.2456
C -0.507299 -3.915713 -5.735367  -0.2929
C -1.534073 -4.194154 -4.826510  -0.2370
C -1.399095 -3.847536 -3.488199  -0.2608
C -0.219602 -3.308598 -2.937476  -0.3647
H 6.534925 0.050501 -0.419011  0.1939
H 6.396321 -0.409218 -2.852868  0.1938
H 4.307109 -1.337382 -3.823548  0.2250
H 2.473676 -1.277502 0.007907  0.2382
H 4.564256 -0.384001 1.018578  0.2078
H 1.443631 -3.048318 -5.947728  0.1840
H -0.615440 -4.149960 -6.789173  0.1800
H -2.435981 -4.685264 -5.178326  0.1790
H -2.248675 -4.018907 -2.833739  0.1959
O -5.223065 -1.447926 -1.690891  -1.0222
P -4.017657 -0.951239 -0.725702  2.5428
O -4.316132 0.429018 -0.254801  -1.1931
O -2.710010 -1.242457 -1.379140  -1.2160
O -4.217854 -1.957661 0.562594  -1.1354
P -3.960594 -3.560785 0.694541  2.5388
O -4.598580 -4.117994 -0.723325  -1.0247
O -4.850113 -4.043014 1.791989  -1.2023
O -2.505535 -3.864262 0.693300  -1.1994
H -5.051695 -2.369287 -1.886205  0.4998
H -5.506167 -4.319997 -0.514149  0.4861
C -0.265333 2.819385 0.289744  -1.0438
P 0.448937 1.280987 -0.463528  0.8769
C 2.228839 1.686112 -0.245079  -0.3392
C 2.701427 1.313424 1.016780  -0.2143
C 3.992517 1.614383 1.421225  -0.2187
C 4.855843 2.263260 0.549029  -0.2241
C 4.408972 2.616807 -0.714306  -0.2228
C 3.105087 2.342985 -1.103509  -0.1298
C -0.087828 1.531248 -2.192930  -0.2606
C -1.474162 1.439073 -2.325021  -0.2230
C -2.077567 1.547390 -3.566467  -0.1954
C -1.302121 1.748660 -4.698022  -0.2334
C 0.078603 1.815410 -4.581547  -0.1551
C 0.685379 1.698299 -3.338623  -0.2622
P 0.455239 4.453878 -0.138277  0.8238
C -0.556912 5.505450 0.998854  -0.3283
C 0.109467 6.480680 1.736563  -0.1390
C -0.569019 7.282688 2.645735  -0.2470
C -1.930926 7.112260 2.835449  -0.2209
C -2.610497 6.144214 2.106826  -0.2026
C -1.929011 5.352275 1.197234  -0.2031
C -0.327905 4.830497 -1.756411  -0.3297
C 0.408055 5.631151 -2.626589  -0.2002
C -0.109016 6.010080 -3.857754  -0.2273
C -1.367788 5.572913 -4.240507  -0.2131
C -2.101780 4.755351 -3.392215  -0.1926
C -1.586297 4.389215 -2.160024  -0.1866
H -0.135771 2.736730 1.372635  0.2553
H -1.339011 2.770075 0.095034  0.2500
H 2.044722 0.766088 1.685826  0.2228
H 4.328344 1.321550 2.407475  0.2067
H 5.873796 2.480695 0.848005  0.2010
H 5.075212 3.116408 -1.405271  0.2038
H 2.775068 2.679297 -2.073959  0.2031
H -2.108055 1.239161 -1.469267  0.2636
H -3.150239 1.431739 -3.633037  0.2231
H -1.767674 1.823904 -5.672560  0.1994
H 0.694798 1.936246 -5.463659  0.1920
H 1.764039 1.676200 -3.293794  0.2039
H 1.176171 6.604209 1.595832  0.2046
H -0.030278 8.032419 3.212433  0.2008
H -2.462931 7.724727 3.552671  0.2020
H -3.673673 6.000087 2.251201  0.2110
H -2.478138 4.605355 0.641114  0.2229
H 1.397454 5.956910 -2.330367  0.2088
H 0.477755 6.630865 -4.521924  0.1998
H -1.767591 5.845232 -5.209095  0.2018
H -3.070329 4.383623 -3.696456  0.2168
H -2.162781 3.723502 -1.532039  0.2253
C -5.663582 -0.395384 4.529299  -0.4055
N -4.426976 -1.137471 4.423462  -0.4553
C -4.550235 -2.583629 4.531381  -0.4465
C -3.364122 -0.650453 3.706606  0.6081
N -2.493280 -1.349314 3.102694  -0.7859
N -3.254261 0.759157 3.746228  -0.4816
C -2.730985 1.233096 5.012383  -0.3967
C -2.537241 1.300506 2.610642  -0.4106
H -6.454369 -0.893365 3.961804  0.1934
H -5.524510 0.605487 4.126908  0.2331
H -5.982397 -0.321545 5.575041  0.1646
H -5.402778 -2.802362 5.175105  0.1826
H -3.655288 -2.999816 5.000982  0.1887
H -4.697377 -3.079952 3.561829  0.2768
H -2.758801 -2.324242 3.003087  0.3719
H -3.346541 0.869069 5.835324  0.1993
H -2.740238 2.325334 5.025250  0.1903
H -1.693594 0.897728 5.178804  0.1607
H -1.476920 1.017375 2.620440  0.1622
H -2.612759 2.387115 2.659927  0.1755
H -2.984631 0.948056 1.680563  0.2709

Forces on the atoms, in the same order (eV/Å):
Rb 2.314 0.135 0.222
Br 0.002 -0.007 -0.011
C 0.033 -0.049 -0.022
C 0.021 0.079 -0.010
C -0.235 0.091 -0.332
C -0.055 0.084 0.258
C 0.007 0.056 -0.069
C -0.022 -0.019 -0.014
N 0.172 0.118 0.211
C -0.083 0.101 -0.062
C 0.067 -0.085 -0.077
C 0.034 -0.034 -0.050
C 0.013 0.046 0.061
C -0.003 -0.013 0.017
C -0.057 0.042 0.026
N 0.121 -0.119 -0.213
H 0.008 -0.054 0.006
H 0.035 0.031 0.086
H 0.020 0.014 0.002
H -0.024 -0.003 -0.003
H -0.111 0.033 0.008
H -0.002 -0.024 0.005
H -0.016 -0.009 -0.017
H -0.010 0.020 -0.016
H -0.047 0.021 0.000
C -0.088 -0.290 -0.172
C 0.099 0.069 0.073
C -0.096 -0.079 -0.079
C -0.380 -0.468 -0.546
C 0.053 -0.223 0.002
C 0.308 -0.899 -0.216
N 0.245 -0.134 -0.495
N 0.656 0.962 1.352
C 0.012 -0.080 -0.288
C 0.004 0.080 0.006
C -0.034 -0.041 0.005
C 0.034 0.085 -0.020
C 0.043 -0.080 -0.160
C -0.203 -0.214 0.433
H 0.051 0.025 -0.002
H 0.030 0.010 -0.007
H 0.000 -0.015 -0.069
H -0.003 -0.060 0.008
H 0.135 -0.493 -0.368
H 0.108 -0.040 0.007
H -0.019 -0.015 -0.004
H -0.099 0.017 -0.027
H -0.065 -0.090 0.058
O -0.189 0.564 0.136
P -0.197 0.297 0.106
O 0.002 -0.003 -0.003
O -1.056 0.438 -0.562
O 0.186 -0.084 -0.152
P -0.270 -0.141 -0.045
O 0.555 0.201 -0.012
O -0.015 0.005 -0.061
O -0.939 -0.638 0.359
H 0.112 -0.578 -0.189
H -0.577 -0.188 0.082
C -0.062 0.021 0.135
P 0.112 -0.039 -0.054
C -0.034 0.047 0.224
C -0.106 0.538 0.132
C -0.294 0.878 0.100
C -0.174 0.308 0.208
C -0.073 0.007 0.090
C 0.011 0.108 0.009
C 0.049 -0.079 0.024
C -0.042 -0.225 -0.228
C 0.134 -0.208 0.008
C -0.001 -0.027 0.033
C -0.048 0.032 0.016
C 0.000 -0.173 0.003
P -0.043 0.009 -0.044
C 0.019 0.037 -0.001
C -0.013 -0.011 -0.026
C 0.006 0.011 0.017
C -0.002 0.002 0.008
C -0.009 0.007 0.014
C 0.012 -0.004 -0.029
C -0.021 0.092 -0.011
C -0.068 0.065 -0.017
C 0.009 -0.016 0.022
C 0.006 -0.003 0.029
C 0.044 0.136 0.006
C 0.016 0.180 0.066
H -0.044 -0.101 0.016
H -0.020 -0.017 0.133
H -0.023 -0.031 0.011
H 0.025 -0.009 0.061
H 0.023 -0.007 0.004
H 0.036 0.015 -0.027
H -0.012 0.022 0.005
H -0.039 -0.093 0.084
H -0.070 0.000 -0.034
H -0.014 -0.008 -0.032
H 0.007 -0.008 -0.022
H -0.015 -0.002 0.013
H 0.045 0.000 0.006
H 0.006 0.007 0.001
H -0.006 0.017 0.004
H -0.013 -0.003 0.000
H -0.034 -0.059 -0.033
H 0.061 0.016 0.007
H 0.027 0.026 -0.036
H -0.012 0.018 -0.017
H -0.028 -0.024 -0.011
H -0.032 0.121 -0.008
C -0.065 0.065 -0.036
N -0.120 -0.128 0.144
C -0.014 -0.038 0.035
C -0.217 -0.112 0.085
N 0.422 0.033 -0.239
N 0.075 -0.018 -0.020
C -0.067 0.052 0.047
C 0.131 0.084 -0.114
H -0.040 0.012 -0.039
H -0.013 -0.064 0.038
H -0.038 -0.003 0.017
H 0.001 -0.009 0.035
H 0.033 0.019 0.012
H -0.076 0.073 0.107
H 0.020 -0.036 0.017
H 0.004 -0.015 0.010
H -0.014 -0.017 0.001
H 0.015 0.015 -0.002
H 0.097 0.028 -0.029
H 0.022 0.132 -0.062
H -0.035 0.001 -0.020

## Properties
charge	-2
gap between HOMO and LUMO	4.623	eV
2S+1	1
maximum force	2.328	eV/A